1.
Below is C6H5GdNO6 as an isolated structure, with properties calculated with ωB97M-V/def2-TZVPD.

Calculated values
relative energy (zero: lowest compared OMol25 entry of this formula, charge and spin): 0.0 kcal per mole
E_HOMO (alpha / beta): -23.9 / -23.5 eV
LUMO (alpha / beta): -13.0363 / -16.6166 eV
spin multiplicity: 8
electronic energy: -1502.34817 Ha
<S²>: 16.0326
gap between HOMO and LUMO (alpha / beta): 10.86 / 6.91 eV
net charge: +3

Structure (XYZ):
```
19
C6H5GdNO6 | OMol25 | ωB97M-V/def2-TZVPD
Gd -0.36727 -0.23629 -1.41770
O -0.87609 3.26970 -2.00780
C -0.70054 2.13517 -2.07116
C 1.94839 -1.03699 -2.05446
O 3.03762 -1.40024 -2.02294
C -2.11723 -1.76657 -2.01667
O -3.01639 -2.50750 -2.02506
C -0.26851 -0.20065 -4.12029
O -0.26435 -0.20118 -5.26922
N 0.98263 -0.27076 2.95764
C -0.10108 0.71775 2.59651
C -0.45953 0.36250 1.22429
O -1.57966 0.01105 0.70831
O 0.62524 0.34164 0.51230
H 0.61968 -1.23807 2.95353
H 1.29216 -0.09184 3.91267
H 1.81017 -0.23313 2.33293
H -0.94288 0.64644 3.27530
H 0.37762 1.69900 2.53184
```

These are the Löwdin partial charges, in e, on atoms 1 to 5: 1.5312, 0.2411, 0.0335, 0.0215, 0.2254

2.
Below is C6H5LuO6 as an isolated structure, with properties calculated with ωB97M-V/def2-TZVPD.

Calculated values
relative energy (zero: lowest compared OMol25 entry of this formula, charge and spin): 16.8 kcal per mole
E_HOMO (alpha / beta): -16.1 / -16.6 eV
LUMO (alpha / beta): -10.3395 / -10.3493 eV
electronic energy: -1917.81095 Ha
gap between HOMO and LUMO (alpha / beta): 5.76 / 6.27 eV
net charge: +2

Structure (XYZ):
```
18
C6H5LuO6 | OMol25 | ωB97M-V/def2-TZVPD
O 2.53523 -3.27501 -0.02520
C 1.78830 -2.43524 0.16307
Lu 0.16751 0.25235 0.57580
C -0.43456 2.29766 -0.17385
O -0.63893 3.35221 -0.57577
C 1.89976 1.00588 -0.94334
O 2.57446 1.96295 -1.21631
C 0.60980 0.62840 -1.79705
O 0.49710 0.38592 -2.95732
C 1.70827 1.41028 2.00679
O 2.57600 1.96719 2.52211
H 2.09605 0.16386 -0.09036
C -2.72958 -1.42060 0.08397
O -1.73212 -0.80508 0.92813
H -3.06168 -0.66577 -0.63094
H -3.55314 -1.75864 0.71231
H -2.25524 -2.25304 -0.43545
H -2.04722 -0.81332 1.85340
```

These are the natural (NBO) partial charges, in e, on atoms 1 to 5: -0.3400, 0.4740, 1.6049, 0.3415, -0.2771

3.
Below is one molecule with the formula C6H5N, with properties calculated with ωB97M-V/def2-TZVPD.

Calculated values
relative energy (zero: lowest compared OMol25 entry of this formula, charge and spin): 157.9 kcal per mole
E_HOMO (alpha / beta): -7.9 / -8.0 eV
LUMO (alpha / beta): -0.8668 / -0.8641 eV
electronic energy: -286.09152 Ha
gap between HOMO and LUMO (alpha / beta): 7.07 / 7.09 eV
net charge: 0

Structure (XYZ):
```
12
C6H5N | OMol25 | ωB97M-V/def2-TZVPD
C 2.15529 1.65968 0.38655
C 1.76421 0.31376 0.34854
C 0.57262 -0.30910 0.10056
N -0.01884 -1.49880 0.40296
C -0.62913 -0.64602 -0.65723
C -1.85266 0.08537 -0.47783
C -2.87049 0.71616 -0.37692
H 3.26674 1.66178 0.38760
H 2.43095 -0.53147 0.53254
H -0.47695 -1.53696 1.31420
H -0.48503 -1.11128 -1.63162
H -3.75908 1.29674 -0.27696
```

These are the natural (NBO) partial charges, in e, on atoms 1 to 5: -0.1827, -0.5047, 0.4106, -0.5442, -0.1835

4.
Below is a 2-piece molecular cluster, C6H5N overall, with properties calculated with ωB97M-V/def2-TZVPD.

Calculated values
relative energy (zero: lowest compared OMol25 entry of this formula, charge and spin): 90.8 kcal per mole
E_HOMO: -9.7 eV
LUMO: 0.0007 eV
SMILES: C#CC#N.C=C=C
electronic energy: -286.19852 Ha
gap between HOMO and LUMO: 9.67 eV
net charge: 0

Structure (XYZ):
```
12
C6H5N | OMol25 | ωB97M-V/def2-TZVPD
C -2.66567 -0.04370 1.54350
C -2.62334 0.43910 0.43050
C -2.58602 0.76857 -0.84709
N -2.47093 1.19263 -1.93034
H -2.86794 -0.09262 2.54785
C 2.46417 -1.01612 -1.21011
C 1.77545 -0.34305 -0.29635
C 1.36155 0.40155 0.68260
H 2.19538 -2.10632 -1.47109
H 3.14760 -0.37627 -1.67616
H 1.90069 0.36418 1.58185
H 0.36907 0.81205 0.64485
```

These are the natural (NBO) partial charges, in e, on atoms 1 to 5: -0.0611, -0.1449, 0.1891, -0.2157, 0.2329

5.
Below is C6H5N as an isolated structure, with properties calculated with ωB97M-V/def2-TZVPD.

Calculated values
relative energy (zero: lowest compared OMol25 entry of this formula, charge and spin): 168.7 kcal per mole
E_HOMO: -8.4 eV
LUMO: 0.6896 eV
electronic energy: -286.07434 Ha
gap between HOMO and LUMO: 9.08 eV
net charge: 0

Structure (XYZ):
```
12
C6H5N | OMol25 | ωB97M-V/def2-TZVPD
C -1.75027 -1.82254 -0.89928
C -1.38664 -0.96417 -0.13043
C -0.98760 0.08108 0.80774
N 0.15570 -0.15256 1.71584
C 0.32286 0.80306 0.63943
C 1.22126 0.83009 -0.42294
C 2.04742 1.31125 -1.20203
H -2.06880 -2.57935 -1.58714
H -1.83004 0.57940 1.28610
H 0.59591 -1.05566 1.51242
H 1.07404 1.96410 0.33009
H 2.60615 1.00532 -2.04980
```

These are the natural (NBO) partial charges, in e, on atoms 1 to 5: -0.1934, -0.0604, -0.1313, -0.5380, -0.1211

6.
Below is C6H5N2O4OsSe3Te as an isolated structure, with properties calculated with ωB97M-V/def2-TZVPD.

Calculated values
relative energy (zero: lowest compared OMol25 entry of this formula, charge and spin): 2.7 kcal per mole
E_HOMO (alpha / beta): -12.2 / -12.2 eV
LUMO (alpha / beta): -6.2406 / -6.2465 eV
electronic energy: -8204.94662 Ha
gap between HOMO and LUMO (alpha / beta): 5.99 / 5.98 eV
net charge: +1

Structure (XYZ):
```
22
C6H5N2O4OsSe3Te | OMol25 | ωB97M-V/def2-TZVPD
Os 2.13741 -0.14664 0.48405
Se 4.08178 -0.76025 -0.48147
Se 5.59306 -2.11302 0.68276
Te 4.54350 -2.36975 2.88143
Se 2.36389 -1.19662 2.43148
C -0.85057 -2.46967 0.11739
C -0.89676 -1.00456 -0.09381
N 0.10682 -0.14283 0.06472
C -0.37002 1.11416 -0.23636
C -1.67563 1.02427 -0.57985
N -1.97893 -0.31219 -0.47826
C -2.73049 1.98892 -1.01220
O -2.38407 3.25592 -1.09390
O -3.83119 1.56425 -1.23354
C 0.60444 2.21052 -0.17289
O 0.33257 3.35669 -0.42410
O 1.81322 1.78150 0.18076
H 0.17650 -2.78181 0.29010
H -1.23376 -2.99329 -0.75816
H -1.45816 -2.75294 0.97768
H -2.90496 -0.67125 -0.67859
H -1.43867 3.41859 -0.86724
```

These are the natural (NBO) partial charges, in e, on atoms 1 to 5: 0.5403, 0.2218, -0.0256, 0.4135, 0.1280

7.
Below is an isolated ion of composition C6H5N2OS and charge +1, with properties calculated with ωB97M-V/def2-TZVPD.

Calculated values
relative energy (zero: lowest compared OMol25 entry of this formula, charge and spin): 0.0 kcal per mole
E_HOMO: -14.4 eV
LUMO: -6.2915 eV
SMILES: CC(=O)c1sccc1[N+]#N
electronic energy: -814.22281 Ha
gap between HOMO and LUMO: 8.09 eV
net charge: +1

Structure (XYZ):
```
15
C6H5N2OS | OMol25 | ωB97M-V/def2-TZVPD
C -0.04625 1.29996 -2.01208
C -0.95450 0.48637 -1.22488
O -2.19055 0.35127 -1.39746
C -0.51845 -0.33271 -0.11558
S -1.76807 -1.05501 0.67343
C -0.82991 -1.49105 2.04140
C 0.46164 -1.04777 1.88637
C 0.73448 -0.37667 0.58649
N 1.87699 0.23113 0.34378
N 2.87570 0.66683 0.29731
H 0.88667 0.94268 -2.13613
H 0.04527 2.23539 -1.41248
H -0.53737 1.49296 -3.01384
H -1.23591 -2.10907 2.83230
H 1.20026 -1.29431 2.65137
```

These are the natural (NBO) partial charges, in e, on atoms 1 to 5: -0.7149, 0.5199, -0.4780, -0.2522, 0.7887

8.
Below is one molecule with the formula C6H5N3, with properties calculated with ωB97M-V/def2-TZVPD.

Calculated values
relative energy (zero: lowest compared OMol25 entry of this formula, charge and spin): 89.1 kcal per mole
E_HOMO: -9.3 eV
LUMO: 0.5243 eV
SMILES: N#C[C@H]1Cc2cncn21
electronic energy: -395.76675 Ha
gap between HOMO and LUMO: 9.84 eV
net charge: 0

Structure (XYZ):
```
14
C6H5N3 | OMol25 | ωB97M-V/def2-TZVPD
N 3.31906 -0.73538 -0.71026
C 2.25646 -0.52933 -0.21710
C 1.13866 -0.09703 0.53528
C 0.71311 1.18215 0.11091
C -0.60217 0.68040 -0.26051
C -1.84816 0.54662 -0.59262
N -2.33171 -0.72975 -0.30616
C -1.28458 -1.46738 0.11432
N -0.18424 -0.60034 0.06859
H 1.09949 -0.29593 1.54817
H 1.13255 1.62082 -0.79924
H 0.72469 1.85455 1.00086
H -2.74257 1.20319 -0.57850
H -1.39059 -2.63258 0.08627
```

These are the natural (NBO) partial charges, in e, on atoms 1 to 5: -0.2636, 0.2647, -0.1467, -0.4101, 0.0943

9.
Below is one molecule with the formula C6H5N3O3, with properties calculated with ωB97M-V/def2-TZVPD.

Calculated values
relative energy (zero: lowest compared OMol25 entry of this formula, charge and spin): 0.2 kcal per mole
E_HOMO: -10.0 eV
LUMO: -0.3444 eV
SMILES: O=C1NC(=O)[C@]2(CC=NC2=O)N1
electronic energy: -621.64389 Ha
gap between HOMO and LUMO: 9.64 eV
net charge: 0

Structure (XYZ):
```
17
C6H5N3O3 | OMol25 | ωB97M-V/def2-TZVPD
O 1.94236 1.38943 2.52458
C 1.12256 0.92743 1.76914
N -0.04064 0.17915 2.11850
C -0.70174 -0.24820 1.04472
O -1.59325 -1.07314 0.94798
C 0.02911 0.31564 -0.19464
C 0.34251 -1.11852 -1.02949
C -0.79972 -0.92882 -1.98385
N -1.43661 0.17138 -2.00459
C -1.00497 1.01670 -1.05933
O -1.21516 2.20303 -0.97627
N 1.14334 1.02006 0.39900
H -0.16526 -0.19290 3.02545
H 0.26599 -2.15382 -0.48721
H 1.30627 -0.99508 -1.42615
H -1.21852 -1.71652 -2.64690
H 2.02373 1.20415 -0.02095
```

These are the natural (NBO) partial charges, in e, on atoms 1 to 5: -0.5769, 0.7943, -0.6382, 0.6909, -0.5855

10.
Below is a 2-piece molecular cluster, C6H5N3S2 overall, with properties calculated with ωB97M-V/def2-TZVPD.

Calculated values
E_HOMO (alpha / beta): -8.8 / -8.9 eV
LUMO (alpha / beta): 0.5318 / -2.1547 eV
spin multiplicity: 3
electronic energy: -1192.12972 Ha
<S²>: 2.0327
gap between HOMO and LUMO (alpha / beta): 9.33 / 6.76 eV
net charge: 0

Structure (XYZ):
```
16
C6H5N3S2 | OMol25 | ωB97M-V/def2-TZVPD
C -1.84518 1.76477 -0.68772
C 1.32364 -2.24421 0.63182
C -0.70877 2.33095 -0.12242
C 2.13321 -1.19112 -1.02824
C 0.11393 -2.03263 0.00721
C -1.62291 0.84549 1.22168
N 2.43301 -1.78343 0.08768
N -2.33060 0.85745 0.17206
N -0.58355 1.67555 1.13912
S 0.41786 -1.08931 -1.42966
S -1.45203 -2.59057 0.55376
H -2.07330 1.91491 -1.76214
H 1.32288 -2.63609 1.57198
H 0.01935 3.04996 -0.50318
H 2.82981 -0.82499 -1.72303
H 0.02265 1.95327 1.87108
```

These are the natural (NBO) partial charges, in e, on atoms 1 to 5: -0.0896, 0.0023, -0.1260, -0.0835, -0.4590

11.
Below is one molecule with the formula C6H5N7O6, with properties calculated with ωB97M-V/def2-TZVPD.

Calculated values
relative energy (zero: lowest compared OMol25 entry of this formula, charge and spin): 14.3 kcal per mole
E_HOMO: -8.6 eV
LUMO: -1.4789 eV
SMILES: N[NH2+][C@@H]1C(=[N+]([O-])[O-])c2no[n+]([O-])c2-c2no[n+]([O-])c21
electronic energy: -1065.89276 Ha
gap between HOMO and LUMO: 7.08 eV
net charge: 0

Structure (XYZ):
```
24
C6H5N7O6 | OMol25 | ωB97M-V/def2-TZVPD
N -1.36631 -1.36383 1.39088
N -0.30350 -0.56441 1.95913
C 0.65014 0.26049 0.98642
C -0.19126 1.38299 0.37472
N -0.80812 2.27575 1.28037
O -1.39428 3.29904 0.86632
O -0.87593 1.93620 2.51995
C -0.49225 1.32906 -1.04294
N -1.56872 1.92730 -1.67984
O -1.53700 1.40167 -2.94141
N -0.47275 0.38521 -3.10246
O -0.33623 -0.04936 -4.22467
C 0.20641 0.43707 -1.93487
C 1.15546 -0.49031 -1.41581
N 1.48613 -1.70619 -2.00074
O 1.98151 -2.44685 -0.99498
N 1.97365 -1.74475 0.24034
O 2.33387 -2.29918 1.25711
C 1.38957 -0.52902 -0.02621
H -1.80448 -0.71925 0.74153
H -0.99400 -2.11023 0.79999
H -0.69642 0.04990 2.70374
H 0.28468 -1.27742 2.45883
H 1.37983 0.61611 1.78461
```

These are the natural (NBO) partial charges, in e, on atoms 1 to 5: -0.6181, -0.3912, -0.0901, -0.1960, 0.4875

12.
Below is one molecule with the formula C6H5NO, with properties calculated with ωB97M-V/def2-TZVPD.

Calculated values
relative energy (zero: lowest compared OMol25 entry of this formula, charge and spin): 102.3 kcal per mole
E_HOMO: -8.9 eV
LUMO: -0.7309 eV
SMILES: N#CC1(O)C=CC=C1
electronic energy: -361.42127 Ha
gap between HOMO and LUMO: 8.18 eV
net charge: 0

Structure (XYZ):
```
13
C6H5NO | OMol25 | ωB97M-V/def2-TZVPD
N 1.93926 -1.73636 -0.11074
C 1.39459 -0.55530 -0.39389
C 0.26893 0.53552 -0.02135
O 0.86907 1.81398 0.21777
C -0.64261 0.50082 -1.15220
C -1.69718 -0.35907 -0.66896
C -1.61796 -0.58943 0.74214
C -0.52273 -0.00965 1.22668
H 1.94947 1.66510 0.73795
H -0.69841 0.89390 -2.19181
H -2.37885 -0.86583 -1.46961
H -2.30674 -1.11322 1.26093
H -0.19111 -0.07450 2.30106
```

These are the natural (NBO) partial charges, in e, on atoms 1 to 5: -0.2932, 0.2171, 0.1361, -0.6860, -0.2448